# C24H20F6N2O7PS3Ti

A molecular structure, C24H20F6N2O7PS3Ti (ωB97M-V/def2-TZVPD, the OMol25 dataset).

XYZ file:
```
64
Properties=species:S:1:pos:R:3:lowdin_spin:R:1
Ti 1.494 0.200 0.099 0.425
S 4.008 0.551 -0.151 0.003
S 1.657 -0.204 3.141 0.001
S 1.788 3.607 1.189 0.004
P -0.855 -0.594 -0.726 0.029
F -0.306 -1.862 3.973 0.000
F 4.482 -1.755 -1.392 0.000
F 6.140 -0.978 -0.240 0.000
F 0.671 -0.723 5.527 0.000
F 5.633 -0.088 -2.146 0.000
F -0.764 0.245 4.226 0.000
O 0.743 -0.120 1.855 0.002
O 2.923 0.763 -1.221 0.004
O 1.868 2.150 0.853 0.020
O 1.947 1.134 3.666 0.000
O 2.224 -3.488 1.029 0.004
O 0.321 2.977 -1.357 0.447
O 4.875 1.692 -0.007 0.002
N 1.607 -1.773 -0.501 0.003
N 3.331 -0.124 0.997 0.004
C -3.394 0.324 0.227 -0.002
C 0.163 -1.167 -4.638 0.000
C 0.469 3.720 2.396 0.001
C -3.843 2.697 0.158 0.011
C -2.035 -0.198 -3.249 0.005
C 1.931 -2.625 0.282 0.004
C -4.267 1.391 0.453 0.160
C -2.579 2.962 -0.313 0.124
C -1.652 1.888 -0.462 0.149
C -1.418 -2.522 1.153 0.000
C -0.325 2.085 -0.872 0.447
C 3.181 3.822 2.289 0.002
C -0.915 -0.640 -2.549 0.006
C -2.322 -4.703 0.713 -0.001
C -2.054 -0.243 -4.635 0.000
C -2.119 0.562 -0.235 0.120
C 5.118 -0.638 -1.037 0.000
C -1.855 -3.754 1.612 0.001
C 0.220 -0.659 4.262 0.000
C -1.915 -3.181 -1.106 -0.001
C -0.957 -0.730 -5.331 0.003
C 0.190 -1.122 -3.251 0.004
C -1.446 -2.229 -0.207 0.004
C -2.351 -4.416 -0.643 0.001
H -1.930 -2.966 -2.167 0.000
H -2.887 0.193 -2.705 0.001
H -2.269 3.974 -0.543 0.008
H 1.065 -1.461 -2.712 0.000
H -3.719 -0.696 0.402 -0.004
H -0.972 -0.762 -6.414 0.000
H -2.708 -5.156 -1.349 0.000
H -5.265 1.212 0.827 0.012
H 0.466 4.721 2.829 0.000
H 0.653 2.955 3.150 0.000
H 1.028 -1.536 -5.175 0.000
H -2.928 0.106 -5.171 0.000
H -0.469 3.531 1.875 0.001
H -1.035 -1.789 1.847 0.000
H -4.531 3.523 0.304 -0.003
H -1.814 -3.974 2.671 0.000
H -2.654 -5.671 1.069 0.000
H 4.061 3.608 1.684 0.000
H 3.196 4.853 2.647 0.000
H 3.101 3.097 3.096 0.000
```

Net charge = -1
Expectation value of S² = 2.0480
Spin multiplicity = 3
Gap between HOMO and LUMO (alpha / beta) = 5.476 / 7.759 eV
Highest occupied orbital energy (alpha / beta) = -3.285 / -5.857 eV

# C24H20FN3O2

C24H20FN3O2 in the gas phase at a distorted geometry (ωB97M-V/def2-TZVPD, the OMol25 dataset).

XYZ file:
```
50
Properties=species:S:1:pos:R:3:nbo_charge:R:1
F -6.454 1.628 -5.299 -0.311
O 4.344 -0.330 4.157 -0.608
O -0.495 -2.454 -0.950 -0.605
N 4.061 3.749 4.252 -0.419
N -1.562 -0.698 -1.833 -0.621
N 2.894 -0.701 2.464 -0.428
C 3.352 1.543 3.404 -0.213
C 2.446 2.138 2.540 0.112
C -0.175 0.997 0.059 -0.211
C -4.689 -1.047 -3.612 -0.180
C -2.294 -1.377 -2.886 -0.065
C 2.355 3.557 2.608 -0.262
C 3.548 0.129 3.375 0.652
C 3.145 4.309 3.477 0.049
C 1.924 -0.120 1.614 0.277
C 3.154 -2.167 2.458 -0.272
C -0.698 -1.274 -0.905 0.663
C 1.179 -0.908 0.701 -0.217
C 4.142 2.409 4.232 0.109
C -3.153 0.767 -3.990 -0.202
C -3.385 -0.528 -3.489 -0.043
C -1.329 -1.753 -4.030 -0.612
C 1.637 1.275 1.685 -0.134
C 1.855 -2.790 4.540 -0.366
C 0.079 -0.385 -0.044 -0.110
C -5.709 -0.319 -4.184 -0.273
C 2.024 -2.925 3.174 -0.215
C -5.469 0.959 -4.709 0.394
C -4.189 1.503 -4.620 -0.277
C 0.562 1.791 0.906 -0.158
H -6.685 -0.756 -4.285 0.228
H -2.781 -2.279 -2.449 0.218
H -1.733 0.303 -1.767 0.390
H 1.081 -3.377 5.014 0.197
H 1.658 4.083 1.963 0.210
H -2.169 1.209 -3.881 0.213
H -4.921 -2.054 -3.258 0.218
H 4.150 -2.395 2.899 0.261
H 2.994 5.389 3.566 0.201
H -0.971 1.428 -0.526 0.200
H 1.369 -3.543 2.541 0.215
H 0.277 2.831 1.018 0.216
H 4.920 1.964 4.867 0.222
H 3.186 -2.584 1.448 0.211
H -4.012 2.481 -5.084 0.231
H 1.406 -1.958 0.543 0.240
H -1.889 -2.185 -4.881 0.215
H -0.764 -0.895 -4.428 0.210
H -0.633 -2.517 -3.619 0.233
H 2.417 -2.122 5.226 0.218
```

Net charge = 0
Spin multiplicity = 1
Gap between HOMO and LUMO = 8.147 eV
Highest occupied orbital energy = -8.708 eV

# C24H20MnN2O2PS

A molecular structure, C24H20MnN2O2PS at a distorted geometry (ωB97M-V/def2-TZVPD, the OMol25 dataset).

XYZ file:
```
51
Properties=species:S:1:pos:R:3:lowdin_spin:R:1
Mn -0.171 -1.660 1.385 4.681
S -1.291 -3.576 2.093 0.069
P -0.247 0.884 0.497 0.027
O 0.505 -2.781 -0.127 0.088
O 2.841 -1.832 1.064 0.003
N -0.018 -3.992 -0.257 0.010
N 1.865 -0.968 1.544 0.035
C -1.649 1.862 -0.062 0.004
C 0.540 0.015 -1.981 0.001
C 2.140 1.945 3.584 0.001
C -1.738 -5.534 0.149 0.002
C -4.038 1.942 -0.386 0.000
C -3.873 3.207 -0.980 0.000
C 1.665 1.331 2.457 0.005
C 2.706 1.689 -2.375 0.000
C 1.965 1.749 -1.211 0.001
C 2.328 0.799 -3.406 0.000
C 1.562 3.122 4.011 0.002
C -1.037 -4.415 0.600 0.016
C -2.916 1.280 0.075 0.002
C -2.592 3.736 -1.163 0.000
C 0.399 3.626 3.399 0.001
C 1.282 -0.104 -3.128 0.000
C 0.502 1.793 1.799 0.005
C 0.889 0.921 -0.970 0.002
C -1.548 -6.090 -1.165 0.003
C -0.217 2.892 2.368 0.002
C 0.260 -4.607 -1.471 0.005
C -0.532 -5.616 -1.983 0.002
C -1.463 3.103 -0.715 0.001
C 2.402 0.109 1.974 0.024
H 1.935 3.592 4.898 0.000
H 2.900 1.308 4.163 0.000
H 2.291 -2.326 0.400 0.001
H 3.499 0.076 1.896 0.002
H 2.981 0.772 -4.352 0.000
H -2.525 4.664 -1.659 0.000
H -1.203 3.167 1.959 0.000
H -4.659 3.651 -1.519 0.000
H 0.978 -0.763 -3.904 0.000
H -0.302 -0.666 -1.924 0.000
H 3.497 2.364 -2.589 0.000
H -0.468 3.449 -0.917 0.000
H -3.004 0.302 0.535 0.003
H -5.049 1.544 -0.480 0.000
H 1.117 -4.166 -1.978 0.001
H 0.006 4.496 3.952 0.000
H -2.123 -6.989 -1.420 0.000
H -2.461 -5.895 0.858 0.000
H 2.329 2.535 -0.570 0.000
H -0.258 -5.945 -2.969 0.000
```

Net charge = +1
Expectation value of S² = 8.7584
Spin multiplicity = 6
Gap between HOMO and LUMO (alpha / beta) = 8.078 / 8.247 eV
Highest occupied orbital energy (alpha / beta) = -11.091 / -11.560 eV

# C24H20N4O8

4 unconnected molecules or ions with the total composition C24H20N4O8 at a distorted geometry (ωB97M-V/def2-TZVPD, the OMol25 dataset).

XYZ file:
```
56
Properties=species:S:1:pos:R:3:nbo_charge:R:1
O 0.236 5.305 1.662 -0.352
O 7.838 -3.672 3.768 -0.368
O 1.583 4.106 2.785 -0.402
O -3.002 2.725 -0.630 -0.406
O 1.093 -2.156 0.360 -0.359
O 7.815 -3.224 5.944 -0.387
O 1.759 -2.647 -1.653 -0.358
O -4.899 2.724 0.350 -0.322
N 0.969 4.349 1.744 0.501
N 7.278 -3.162 4.773 0.463
N -4.287 2.647 -0.713 0.444
N 0.937 -2.512 -0.772 0.528
C -1.456 -1.249 -0.769 -0.163
C -4.740 1.986 -1.838 0.014
C 4.152 -1.673 2.908 -0.183
C 1.400 1.193 -1.277 -0.210
C 4.224 -0.696 5.340 -0.232
C -2.831 -1.017 -1.385 -0.200
C 6.019 -2.414 4.496 0.044
C -4.486 1.076 -4.494 -0.195
C -1.048 -3.166 -2.553 -0.189
C -5.779 0.331 -4.203 -0.177
C 0.263 3.538 -0.558 -0.149
C 1.114 3.362 0.696 -0.005
C -4.140 1.946 -3.229 -0.122
C 3.510 -0.844 4.136 -0.164
C -6.064 1.135 -1.810 -0.099
C 5.470 -1.498 5.722 -0.129
C 2.154 1.054 -0.137 -0.232
C -0.493 -2.316 -1.320 0.011
C 1.984 2.143 0.905 -0.153
C -3.146 -1.623 -2.561 -0.142
C 5.525 -2.334 3.047 -0.197
C 0.518 2.369 -1.659 -0.200
C -6.439 0.287 -2.996 -0.271
C -2.297 -2.739 -3.246 -0.213
H -3.790 -1.235 -3.115 0.181
H -0.907 -0.816 0.053 0.245
H 5.880 -3.065 2.372 0.247
H -6.595 0.920 -0.938 0.224
H 2.874 0.232 0.218 0.250
H 0.051 2.395 -2.674 0.227
H 3.646 -0.104 6.035 0.225
H 1.491 0.375 -1.917 0.216
H -0.510 -4.058 -2.944 0.234
H -3.312 2.586 -3.215 0.216
H -3.951 0.967 -5.350 0.225
H -7.304 -0.449 -2.939 0.245
H 5.973 -1.535 6.646 0.244
H 2.581 -0.454 3.942 0.212
H 2.391 2.177 1.923 0.251
H -0.637 4.117 -0.743 0.254
H -2.776 -3.163 -4.066 0.216
H -3.374 -0.287 -0.973 0.212
H 3.567 -1.557 1.989 0.224
H -6.057 -0.355 -5.115 0.228
```

Net charge = 0
Spin multiplicity = 1
Gap between HOMO and LUMO = 7.279 eV
Highest occupied orbital energy = -9.260 eV

# C24H20N4ReS

A molecular structure, C24H20N4ReS (ωB97M-V/def2-TZVPD, the OMol25 dataset).

XYZ file:
```
50
Properties=species:S:1:pos:R:3:lowdin_spin:R:1
Re 0.151 -0.090 0.355 1.252
S 0.892 2.053 0.336 -0.283
N -0.788 -2.669 -0.664 -0.035
N 2.025 -0.885 -0.058 0.011
N -1.544 0.818 1.347 -0.003
N -0.408 -2.119 0.398 0.044
C -3.305 1.944 3.227 0.009
C -0.170 2.802 1.453 -0.037
C 0.041 -4.288 3.942 0.008
C -0.591 0.505 -2.569 0.058
C 4.354 -1.895 -0.627 0.005
C -1.058 0.055 -3.799 -0.019
C -2.716 0.229 1.643 0.013
C -0.656 -4.250 1.631 0.007
C 3.050 -1.334 -0.306 0.028
C -3.582 0.757 2.621 0.004
C -1.860 3.954 3.333 -0.082
C 0.279 -2.274 2.677 0.013
C -1.302 2.069 1.896 -0.021
C -0.260 -2.922 1.573 0.002
C -0.769 4.656 2.888 0.000
C -0.498 -4.928 2.830 -0.001
C -0.505 -0.385 -1.498 -0.012
C -1.436 -1.272 -3.988 0.067
C -0.882 -1.737 -1.710 0.044
C -1.347 -2.178 -2.943 -0.012
C -3.186 -0.963 0.881 0.001
C 0.433 -2.958 3.872 0.001
C -2.156 2.660 2.834 -0.003
C 0.074 4.082 1.933 -0.066
H -2.530 4.386 4.066 -0.004
H -1.799 -1.597 -4.953 0.003
H 0.937 4.624 1.566 -0.002
H -4.490 0.213 2.844 0.000
H 0.853 -2.463 4.737 0.000
H -1.131 0.753 -4.623 -0.002
H 0.154 -4.832 4.870 0.000
H 4.353 -2.960 -0.403 0.000
H -3.974 2.363 3.969 0.001
H -4.266 -0.889 0.760 0.001
H 0.597 -1.228 2.625 0.004
H -0.301 1.541 -2.455 -0.001
H -2.740 -1.009 -0.106 -0.001
H 5.119 -1.387 -0.041 0.001
H -1.077 -4.734 0.761 0.000
H -2.984 -1.888 1.427 0.001
H -0.801 -5.964 2.899 0.000
H 4.545 -1.741 -1.689 0.002
H -0.562 5.647 3.265 0.001
H -1.633 -3.215 -3.060 -0.001
```

Net charge = +2
Expectation value of S² = 1.2378
Spin multiplicity = 2
Gap between HOMO and LUMO (alpha / beta) = 5.493 / 6.637 eV
Highest occupied orbital energy (alpha / beta) = -14.247 / -14.353 eV

# C24H21AgN4O

A molecular structure, C24H21AgN4O (ωB97M-V/def2-TZVPD, the OMol25 dataset).

XYZ file:
```
51
Properties=species:S:1:pos:R:3:nbo_charge:R:1
Ag 0.816 -1.020 -0.382 0.830
O -0.497 -3.033 -1.631 -0.730
N -4.662 5.766 5.317 -0.313
N 2.394 -1.263 -1.980 -0.518
N 0.125 -0.854 1.681 -0.581
N -0.353 0.932 -0.835 -0.573
C -1.881 2.282 2.331 -0.038
C 1.326 -4.402 -2.548 -0.412
C -0.551 1.580 -1.967 0.004
C 0.391 -1.658 2.700 0.010
C -0.604 0.209 2.199 -0.030
C -1.975 4.325 3.601 -0.159
C -3.319 4.086 3.876 -0.191
C 2.416 -3.682 -1.742 -0.445
C 0.096 -3.548 -2.816 -0.067
C 3.663 -0.094 -3.630 -0.261
C 2.773 -0.126 -2.574 0.054
C -1.637 2.793 -0.456 -0.212
C -1.343 2.746 -1.794 -0.337
C -3.223 2.048 2.611 -0.160
C 2.892 -2.426 -2.416 0.234
C -1.108 1.310 1.495 0.207
C -1.263 3.424 2.829 -0.200
C 4.181 -1.295 -4.091 -0.147
C -4.065 5.021 4.677 0.282
C -0.769 0.005 3.601 -0.212
C -3.944 2.946 3.378 -0.163
C -0.140 -1.174 3.916 -0.341
C 3.792 -2.470 -3.476 -0.253
C -1.020 1.651 0.146 -0.030
H -3.700 1.158 2.222 0.223
H -4.989 2.770 3.596 0.227
H 1.729 -4.723 -3.514 0.210
H 2.031 -3.413 -0.757 0.230
H -0.634 -4.120 -3.396 0.173
H 0.367 -2.669 -3.403 0.183
H -2.231 3.536 0.053 0.220
H 4.883 -1.315 -4.914 0.223
H -1.496 5.212 3.992 0.228
H -1.289 0.664 4.277 0.220
H -0.219 3.601 2.606 0.229
H -0.137 1.207 -2.896 0.184
H -1.646 3.439 -2.562 0.217
H 3.941 0.851 -4.076 0.230
H 0.960 -2.565 2.549 0.189
H 2.338 0.783 -2.176 0.220
H 1.035 -5.309 -2.010 0.207
H 3.260 -4.360 -1.601 0.224
H 4.180 -3.426 -3.803 0.222
H -0.834 -3.755 -1.091 0.475
H -0.059 -1.644 4.883 0.218
```

Net charge = 0
Spin multiplicity = 1
Gap between HOMO and LUMO = 6.954 eV
Highest occupied orbital energy = -7.075 eV

ΔE to the lowest compared entry with this formula, charge and spin
In order: 123.36 0.00 28.08 2187.85 0.00 0.00
Unit: kJ/mol